No. 1
Density functional theory data (ωB97M-V/def2-TZVPD) for C4H3NO2 as an isolated structure.

Atoms and positions in Å:
O 1.8696 0.7641 0.4624
C 1.4291 0.2033 -0.4481
C 1.1178 -1.8771 -0.1329
N 0.1102 -1.2284 -0.1637
C -0.7883 -0.2188 -0.3269
C -1.1361 0.5886 0.8216
O -0.5590 0.5510 1.8943
H 1.3206 0.1676 -1.5202
H -1.4162 -0.2688 -1.2103
H -1.9477 1.3183 0.6237

Atomic forces in eV per Å
-0.411 -0.590 -0.842
0.631 0.842 0.708
-0.783 0.381 -0.008
0.698 -0.492 0.008
-0.182 -0.020 0.021
0.139 0.024 0.157
-0.233 -0.009 -0.359
-0.042 -0.063 0.115
0.081 0.003 0.155
0.103 -0.077 0.045

Values from the calculation:
frontier orbital gap	8.9347	eV
E_HOMO	-0.332	Ha

Quick look at the Mulliken charges, all values in e:
1 O -0.28
2 C 0.22
3 C -0.14
4 N 0.02
5 C -0.46
6 C 0.01
7 O -0.52
8 H 0.41
9 H 0.41
10 H 0.33



No. 2
Density functional theory data (ωB97M-V/def2-TZVPD) for a 2-piece molecular cluster, C4H3NO3 overall.

Atoms and positions in Å:
C -1.0929 -1.1487 0.1076
C -0.6039 0.0185 -0.2466
N -0.1224 1.3339 -0.1136
C -1.4139 1.4497 -0.1966
O -2.4408 2.0270 -0.1216
H -2.1596 -1.3420 0.1515
H -0.4376 -1.9977 0.2579
H 0.7537 1.7619 0.1777
O 2.6784 0.4266 0.1617
C 2.4435 -0.6945 -0.0115
O 2.3955 -1.8346 -0.1664

Atomic forces in eV per Å
1.349 -1.287 -0.236
-3.718 3.507 0.862
2.152 0.189 -0.288
0.355 -3.453 -0.199
-0.224 0.988 -0.027
0.076 0.219 -0.348
-0.036 -0.209 0.237
0.044 0.093 -0.009
-0.593 0.608 0.028
1.284 -0.150 0.112
-0.688 -0.506 -0.133

Values from the calculation:
frontier orbital gap	9.0791	eV
E_HOMO	-0.329	Ha
SMILES	C=C1NC1=O.O=C=O

Quick look at the Mulliken charges, all values in e:
1 C -0.73
2 C 0.05
3 N -0.10
4 C 0.52
5 O -0.50
6 H 0.28
7 H 0.22
8 H 0.25
9 O -0.42
10 C 0.77
11 O -0.34



No. 3
Density functional theory data (ωB97M-V/def2-TZVPD) for a 2-piece molecular cluster, C4H3NO3 overall.

Atoms and positions in Å:
C 1.3188 -0.7410 -0.5278
C 0.2419 1.1161 1.4673
C 0.0691 -0.6082 0.2847
N -0.8992 0.4471 -0.5357
C -2.0982 0.5731 -0.5803
O 0.0994 2.2175 1.6805
O -0.4401 -1.4619 0.9475
O -3.2372 0.8020 -0.6064
H 1.4003 0.0052 -1.3206
H 2.1796 -0.5992 0.1409
H 1.3656 -1.7508 -0.9501

Atomic forces in eV per Å
1.130 0.714 0.528
0.635 2.249 1.016
-3.071 -1.976 -2.404
1.295 -1.051 0.480
0.241 -0.025 0.743
-0.006 -0.901 -0.065
0.718 1.216 -0.258
-0.393 -0.060 -0.291
-0.249 -0.139 0.202
-0.105 -0.247 -0.183
-0.195 0.220 0.231

Values from the calculation:
frontier orbital gap	10.3437	eV
E_HOMO	-0.386	Ha

Quick look at the Mulliken charges, all values in e:
1 C -1.03
2 C 0.20
3 C 0.87
4 N -0.52
5 C 0.61
6 O -0.18
7 O -0.47
8 O -0.44
9 H 0.35
10 H 0.29
11 H 0.32



No. 4
Density functional theory data (ωB97M-V/def2-TZVPD) for C4H3NO3S in the gas phase.

Atoms and positions in Å:
O 1.7542 -1.7587 -1.1888
C 0.8022 -1.3455 -0.6331
S -0.7382 -2.0845 -0.2396
C -1.6830 -0.5812 0.3255
C -0.7128 0.5501 0.2969
C 0.5256 0.4278 -0.1769
N 1.6141 1.2531 -0.1769
O 1.6292 1.9756 0.8070
O 2.5868 1.1266 -0.8861
H -2.0883 -0.5755 1.3336
H -2.5822 -0.4938 -0.3042
H -1.1077 1.5061 0.8428

Atomic forces in eV per Å
-0.242 -0.266 0.536
-0.825 3.971 -0.005
-0.712 -0.203 0.539
0.913 -0.425 -0.611
-0.131 2.858 0.815
-2.567 -5.994 -1.439
2.567 1.425 2.108
-0.165 1.283 0.514
-0.718 -0.467 -1.194
0.278 -0.839 0.326
0.613 0.267 -0.200
0.987 -1.611 -1.388

Values from the calculation:
frontier orbital gap	9.3128	eV
E_HOMO	-0.372	Ha
SMILES	O=C1SCC=C1[N+](=O)[O-]

Quick look at the Mulliken charges, all values in e:
1 O -0.41
2 C 0.49
3 S -0.14
4 C -0.54
5 C -0.22
6 C 0.02
7 N 0.82
8 O -0.53
9 O -0.52
10 H 0.37
11 H 0.36
12 H 0.31



No. 5
Density functional theory data (ωB97M-V/def2-TZVPD) for C4H3NOS2 in the gas phase.

Atoms and positions in Å:
S -0.5076 2.5044 0.0000
C 0.1950 1.0353 0.0111
O 1.5385 0.9002 -0.0068
C 1.8626 -0.4511 -0.0083
C 0.7917 -1.2389 0.0044
C -0.3726 -0.3514 0.0069
N -1.5751 -0.7917 0.0018
S -3.0048 0.0369 -0.0046
H 2.9230 -0.6440 -0.0151
H 0.7413 -2.3172 0.0058
H -2.5920 1.3177 0.0050

Atomic forces in eV per Å
0.119 -0.364 0.040
-0.360 -0.026 -0.142
0.110 -0.023 0.041
-0.074 -0.085 0.033
0.035 0.137 -0.030
-0.038 0.179 0.064
-0.153 0.150 -0.011
0.319 -0.204 0.010
-0.066 -0.034 -0.005
0.077 0.141 -0.001
0.033 0.130 0.001

Values from the calculation:
frontier orbital gap	7.4662	eV
E_HOMO	-0.322	Ha
SMILES	S=C1OC=C/C1=N/S

Quick look at the Mulliken charges, all values in e:
1 S -0.35
2 C 0.23
3 O -0.34
4 C -0.29
5 C -0.62
6 C 0.96
7 N -0.49
8 S -0.02
9 H 0.43
10 H 0.41
11 H 0.08



No. 6
Density functional theory data (ωB97M-V/def2-TZVPD) for C4H3NOS2 in the gas phase.

Atoms and positions in Å:
C 1.9169 -0.6238 0.3445
C 0.7171 -0.2033 -0.2820
C 0.4620 1.2468 -0.3348
N -0.7359 1.7245 -0.1507
S -2.3202 1.0817 -0.2220
C -2.2065 -0.6769 0.1268
O -3.1405 -1.4864 0.2534
S -0.6039 -1.4882 -0.6598
H 2.3911 0.2456 0.7027
H 2.1291 -1.7239 0.6477
H 1.3909 1.9039 -0.4258

Atomic forces in eV per Å
-4.275 -1.037 -1.500
2.280 -2.772 1.751
-2.127 -0.490 0.459
1.187 0.457 -1.232
1.581 -0.401 1.294
-1.443 -3.494 -2.458
2.981 3.311 0.304
0.080 2.226 1.293
1.655 0.351 0.437
-0.283 2.359 -0.653
-1.637 -0.509 0.305

Values from the calculation:
frontier orbital gap	8.4100	eV
E_HOMO	-0.333	Ha
SMILES	C=C1C=NSC(=O)S1

Quick look at the Mulliken charges, all values in e:
1 C -0.71
2 C 0.28
3 C 0.13
4 N -0.48
5 S 0.06
6 C 0.44
7 O -0.46
8 S -0.15
9 H 0.27
10 H 0.26
11 H 0.34



No. 7
Density functional theory data (ωB97M-V/def2-TZVPD) for C4H3NaO2 as an isolated structure.

Atoms and positions in Å:
H 1.3196 -1.1594 -0.5867
O -2.5455 -0.7599 -0.4794
C -1.5767 -0.1528 -0.0485
C -0.9293 0.8310 0.5507
C 0.4579 0.8301 0.8435
C 1.5536 0.3294 0.5915
O 2.1152 -0.5342 -0.1879
Na 4.2654 -0.1909 -1.1859
H -3.2471 -0.9936 0.1707
H -1.4132 1.8003 0.3320

Atomic forces in eV per Å
3.008 1.982 1.285
0.275 -0.627 -0.156
-0.730 2.121 0.808
0.686 0.094 -0.718
1.986 -1.559 0.040
-4.504 1.522 0.469
-0.493 -3.015 -1.953
0.274 -0.028 -0.052
-0.187 -0.194 0.181
-0.315 -0.296 0.095

Values from the calculation:
frontier orbital gap	7.9052	eV
total charge	+2
E_HOMO	-0.650	Ha

Quick look at the Mulliken charges, all values in e:
1 H 0.35
2 O -0.23
3 C 0.37
4 C -0.04
5 C -0.16
6 C 0.43
7 O -0.54
8 Na 0.99
9 H 0.46
10 H 0.38



No. 8
Density functional theory data (ωB97M-V/def2-TZVPD) for an isolated ion of composition C4H3O2 and charge +1.

Atoms and positions in Å:
C -0.0495 -0.0669 0.0421
C -1.0798 0.7838 0.0840
C -0.2517 -1.5284 -0.0748
C -2.4669 0.4932 0.0674
O -3.5785 0.4234 -0.0736
O -1.3794 -1.9530 0.0424
H 0.9034 0.4495 -0.1026
H -1.1872 1.9068 0.1358
H 0.6370 -1.9136 -0.5056

Atomic forces in eV per Å
-0.220 2.296 0.004
-1.786 1.813 0.494
-1.875 1.111 -0.538
-0.480 -1.643 -0.492
0.792 0.169 0.352
1.239 -0.248 0.131
0.098 -0.626 0.331
1.495 -0.877 -0.147
0.736 -1.995 -0.135

Values from the calculation:
frontier orbital gap	8.7455	eV
total charge	+1
E_HOMO	-0.595	Ha

Quick look at the Mulliken charges, all values in e:
1 C -0.16
2 C -0.22
3 C 0.19
4 C 0.59
5 O -0.04
6 O -0.41
7 H 0.38
8 H 0.33
9 H 0.34



No. 9
Density functional theory data (ωB97M-V/def2-TZVPD) for C4H3O2P as an isolated structure.

Atoms and positions in Å:
C 0.1208 0.0238 0.0017
C 0.3580 0.2866 1.3298
C 0.9246 0.0499 -1.0412
C 1.5900 0.6441 1.9344
O 2.7183 0.6602 1.1082
O 1.6607 0.9300 3.1225
P 3.1367 0.6481 -0.3986
H -0.9126 -0.3319 -0.3795
H -0.5299 0.1420 2.0614
H 0.9180 -0.3491 -2.0299

Atomic forces in eV per Å
-3.521 -1.273 -0.964
-2.401 -0.549 1.284
6.759 1.307 -0.090
-0.054 0.587 1.757
-0.212 0.391 2.684
0.764 -0.402 -1.876
-3.583 -1.131 -2.570
1.124 0.557 1.452
1.872 0.461 -1.299
-0.748 0.053 -0.380

Values from the calculation:
frontier orbital gap (alpha / beta)	6.5040 / 7.8685	eV
E_HOMO (alpha / beta)	-0.301 / -0.325	Ha

Quick look at the Mulliken charges, all values in e:
1 C 0.05
2 C -0.05
3 C -0.80
4 C 0.57
5 O -0.19
6 O -0.54
7 P 0.10
8 H 0.20
9 H 0.28
10 H 0.37



No. 10
Density functional theory data (ωB97M-V/def2-TZVPD) for a 2-piece molecular cluster, C4H3O2P overall.

Atoms and positions in Å:
C -0.5412 -0.3255 -0.9560
C -1.1953 -0.3988 0.0758
C 0.3332 0.9613 -1.3826
C 0.6567 -0.6893 2.1058
O 0.2894 0.1449 2.7723
O 1.2909 -1.4369 1.5789
P 0.0688 1.9148 -2.6723
H -0.2975 -1.0536 -1.6276
H -1.8070 -0.0287 0.9269
H 1.2019 0.9119 -0.8211

Atomic forces in eV per Å
2.695 3.162 -2.455
-4.124 -0.096 4.697
-1.785 -0.784 -0.960
0.408 1.544 1.468
-2.654 2.943 2.088
2.484 -4.579 -3.409
-0.169 0.089 0.127
0.389 -2.280 -1.625
1.027 -0.282 -1.069
1.730 0.282 1.138

Values from the calculation:
frontier orbital gap (alpha / beta)	7.5152 / 8.0641	eV
E_HOMO (alpha / beta)	-0.311 / -0.307	Ha

Quick look at the Mulliken charges, all values in e:
1 C -0.37
2 C -0.51
3 C -0.18
4 C 0.64
5 O -0.34
6 O -0.29
7 P -0.11
8 H 0.40
9 H 0.42
10 H 0.34



No. 11
Density functional theory data (ωB97M-V/def2-TZVPD) for an isolated ion of composition C4H3O2S and charge -1.

Atoms and positions in Å:
O -0.0357 2.7870 0.1936
C -0.1098 1.5969 0.1737
C 0.9492 0.4613 0.1496
C -0.1896 -0.5426 -0.0189
O -0.1501 -1.7651 0.0524
C -1.2722 0.4303 0.1471
S -3.0252 0.2978 -0.0560
H 1.4169 0.5376 -0.8425
H 1.6959 0.2831 0.9570
H -2.7383 -0.9203 0.0894

Atomic forces in eV per Å
0.124 1.320 0.096
-2.967 -4.380 0.392
0.024 0.295 -1.288
-1.947 1.319 2.525
0.085 -0.901 -0.828
4.725 2.872 -0.787
0.199 2.145 -0.213
0.713 0.005 0.277
-0.598 0.310 -0.419
-0.358 -2.985 0.245

Values from the calculation:
frontier orbital gap	6.2528	eV
total charge	-1
E_HOMO	-0.101	Ha
SMILES	O=C1CC([O-])=C1S

Quick look at the Mulliken charges, all values in e:
1 O -0.65
2 C 0.45
3 C -0.37
4 C 0.48
5 O -0.74
6 C -0.31
7 S -0.33
8 H 0.12
9 H 0.25
10 H 0.09



No. 12
Density functional theory data (ωB97M-V/def2-TZVPD) for C4H3O5Zn as an isolated structure.

Atoms and positions in Å:
O -0.9566 3.1108 1.9765
C -0.8193 1.9901 1.8715
C -0.8130 0.3860 -0.7459
C 0.2014 -0.4386 -1.5081
O 0.4867 -1.6354 -0.7975
C 1.1376 -1.5286 0.3779
O 0.6265 -0.5881 1.1168
O 2.1990 -2.0869 0.5309
O -0.7258 1.6153 -0.6222
H -1.7746 -0.1233 -0.5275
H 1.1140 0.1514 -1.6621
H -0.2431 -0.7463 -2.4642
Zn -0.4329 -0.1063 2.4540

Atomic forces in eV per Å
0.382 -2.662 -0.576
-0.530 2.282 1.131
-0.311 2.453 -1.485
0.026 0.243 0.630
-0.584 -0.836 -0.679
3.321 -1.025 -1.947
-0.807 0.907 1.728
-1.869 0.375 0.766
-0.027 -2.390 0.507
0.260 -0.133 0.512
-0.194 -0.124 -0.103
0.155 0.116 0.220
0.179 0.795 -0.704

Values from the calculation:
frontier orbital gap	5.9089	eV
total charge	+1
E_HOMO	-0.516	Ha

Quick look at the Mulliken charges, all values in e:
1 O -0.05
2 C 0.53
3 C 0.17
4 C -0.47
5 O -0.32
6 C 0.68
7 O -0.35
8 O -0.45
9 O -0.52
10 H 0.43
11 H 0.34
12 H 0.32
13 Zn 0.69



Number 1: largest force on an atom 1.3 eV/A. Number 2: largest force on an atom 5.2 eV/A. Number 3: largest force on an atom 4.4 eV/A. Number 4: largest force on an atom 6.7 eV/A. Number 5: largest force on an atom 0.4 eV/A. Number 6: largest force on an atom 4.6 eV/A. Number 7: largest force on an atom 4.8 eV/A. Number 8: largest force on an atom 2.6 eV/A. Number 9: largest force on an atom 6.9 eV/A. Number 10: largest force on an atom 6.3 eV/A. Number 11: largest force on an atom 5.6 eV/A. Number 12: largest force on an atom 4.0 eV/A.